{
  "formula": "C31H57IN2O10",
  "method": "ωB97M-V with the def2-TZVPD basis set",
  "symbols": ["C", "C", "C", "C", "C", "C", "O", "O", "C", "I", "C", "C", "C", "N", "O", "C", "C", "C", "C", "C", "C", "C", "C", "C", "O", "C", "C", "O", "C", "O", "N", "O", "H", "H", "H", "H", "H", "H", "H", "H", "H", "H", "H", "H", "H", "H", "H", "H", "H", "H", "H", "H", "H", "H", "H", "H", "H", "H", "H", "H", "H", "H", "H", "H", "H", "H", "H", "H", "H", "H", "H", "C", "C", "C", "O", "H", "H", "H", "H", "H", "H", "C", "C", "C", "O", "H", "H", "H", "H", "H", "H", "C", "C", "C", "O", "H", "H", "H", "H", "H", "H"],
  "coordinates": [[7.610, -4.744, 2.466], [7.553, -3.989, 1.527], [7.531, -3.069, 0.389], [7.616, -1.571, 0.759], [9.048, -1.072, 0.661], [9.998, -1.807, 1.598], [9.421, -1.869, 2.897], [6.840, -0.883, -0.232], [5.902, 0.080, 0.103], [6.540, 1.437, 1.702], [5.637, 0.933, -1.165], [6.654, 0.717, -2.285], [4.581, -0.590, 0.547], [4.749, -1.496, 1.635], [3.662, 0.481, 0.722], [2.422, 0.194, 1.361], [1.362, 1.042, 0.642], [-0.006, 0.355, 0.442], [-1.168, 0.985, 1.240], [-2.387, 1.306, 0.369], [-3.106, 0.044, -0.121], [-4.033, -0.554, 0.938], [-5.017, -1.596, 0.350], [-6.481, -1.292, 0.654], [-6.978, -2.072, 1.771], [-7.876, -3.036, 1.422], [-7.307, -4.199, 0.651], [-9.027, -2.950, 1.728], [2.556, 0.540, 2.847], [1.752, -0.399, 3.583], [2.041, -0.249, 4.988], [2.444, -1.241, 5.432], [7.637, -5.463, 3.247], [6.623, -3.223, -0.195], [8.367, -3.321, -0.273], [7.210, -1.461, 1.758], [9.370, -1.233, -0.375], [9.119, 0.000, 0.847], [10.257, -2.798, 1.210], [10.936, -1.243, 1.651], [9.594, -2.737, 3.270], [4.640, 0.691, -1.541], [5.641, 1.988, -0.898], [7.677, 0.883, -1.947], [6.426, 1.404, -3.103], [6.594, -0.296, -2.683], [4.259, -1.182, -0.322], [4.005, -2.172, 1.720], [4.927, -1.041, 2.521], [2.137, -0.859, 1.263], [1.791, 1.282, -0.328], [1.223, 1.996, 1.155], [0.075, -0.711, 0.666], [-0.258, 0.453, -0.618], [-0.829, 1.886, 1.758], [-1.482, 0.289, 2.026], [-2.029, 1.871, -0.498], [-3.103, 1.904, 0.940], [-2.368, -0.707, -0.427], [-3.711, 0.285, -0.997], [-3.452, -1.022, 1.736], [-4.610, 0.265, 1.378], [-4.868, -1.624, -0.732], [-4.770, -2.575, 0.763], [-6.627, -0.251, 0.935], [-7.093, -1.501, -0.228], [-7.138, -3.889, -0.384], [-6.345, -4.510, 1.054], [-8.026, -5.014, 0.661], [3.598, 0.494, 3.166], [2.204, 1.557, 3.046], [3.410, 3.182, -3.605], [2.882, 3.586, -2.249], [3.672, 4.629, -1.498], [1.882, 3.092, -1.784], [2.761, 2.426, -4.040], [3.451, 4.049, -4.265], [4.421, 2.780, -3.506], [3.723, 5.552, -2.079], [4.691, 4.275, -1.328], [3.196, 4.828, -0.541], [-5.415, 1.076, -3.751], [-6.187, 1.548, -2.543], [-7.209, 2.631, -2.768], [-5.988, 1.072, -1.446], [-4.712, 0.298, -3.460], [-6.101, 0.682, -4.503], [-4.868, 1.910, -4.193], [-7.963, 2.293, -3.480], [-6.730, 3.526, -3.170], [-7.700, 2.873, -1.829], [-9.367, 1.034, 0.454], [-10.173, 1.123, -0.815], [-10.886, -0.137, -1.245], [-10.243, 2.144, -1.461], [-8.903, 1.995, 0.662], [-10.012, 0.754, 1.289], [-8.590, 0.279, 0.346], [-11.583, -0.455, -0.469], [-10.163, -0.941, -1.397], [-11.428, 0.046, -2.169]],
  "smiles": "C#CC[C@@H](CCO)O[C@@](I)(CC)[C@@H](N)O[C@H](CCCCCCCCOC(C)=O)CON=O.CC(C)=O.CC(C)=O.CC(C)=O",
  "orbital_gap_ev": 9.30,
  "homo_ha": -0.341
}

***

{
  "formula": "C31H57N2O2P2Ti",
  "method": "ωB97M-V with the def2-TZVPD basis set",
  "symbols": ["C", "C", "C", "C", "C", "H", "H", "H", "N", "P", "P", "C", "H", "H", "C", "O", "C", "H", "C", "C", "C", "C", "C", "H", "H", "H", "C", "H", "H", "H", "C", "H", "H", "H", "C", "H", "H", "H", "C", "H", "H", "H", "C", "H", "H", "H", "C", "H", "H", "H", "C", "H", "H", "H", "C", "H", "H", "H", "C", "H", "H", "H", "C", "H", "H", "H", "C", "H", "H", "H", "Ti", "N", "C", "C", "C", "C", "C", "H", "H", "H", "H", "H", "H", "H", "H", "H", "C", "C", "O", "H", "H", "H", "H", "H", "H"],
  "coordinates": [[2.248, -1.316, -0.756], [1.573, 0.735, -1.705], [3.240, -1.472, -1.713], [2.375, 0.475, -2.810], [3.278, -0.556, -2.776], [3.930, -2.303, -1.644], [2.331, 1.186, -3.621], [4.007, -0.673, -3.557], [1.453, -0.229, -0.739], [0.361, -2.549, 1.004], [0.079, 2.368, -0.008], [2.081, -2.412, 0.327], [2.396, -3.415, -0.058], [2.791, -2.223, 1.171], [-1.508, -0.484, 2.003], [-2.445, -0.737, 2.696], [1.057, 2.060, -1.461], [0.604, 2.485, -2.362], [-1.663, 3.296, -0.042], [1.493, 3.605, 0.301], [-0.515, -3.691, -0.234], [0.617, -3.448, 2.654], [-2.785, 2.431, 0.562], [-2.610, 2.198, 1.619], [-3.738, 2.998, 0.499], [-2.916, 1.487, 0.012], [-1.619, 4.609, 0.746], [-1.370, 4.429, 1.802], [-0.920, 5.339, 0.322], [-2.619, 5.079, 0.724], [-2.004, 3.537, -1.499], [-2.974, 4.060, -1.578], [-1.265, 4.160, -2.032], [-2.115, 2.574, -2.017], [1.403, 4.240, 1.685], [0.987, 3.549, 2.430], [2.424, 4.505, 2.004], [0.814, 5.157, 1.680], [2.827, 2.832, 0.205], [2.849, 1.975, 0.901], [3.015, 2.437, -0.808], [3.670, 3.508, 0.392], [1.421, 4.637, -0.843], [1.044, 4.236, -1.798], [0.797, 5.514, -0.624], [2.436, 4.966, -1.083], [-0.763, -3.844, 3.211], [-0.615, -4.258, 4.220], [-1.429, -2.978, 3.293], [-1.264, -4.615, 2.615], [1.262, -2.472, 3.645], [2.235, -2.094, 3.300], [0.612, -1.620, 3.887], [1.447, -3.013, 4.589], [1.527, -4.680, 2.544], [2.452, -4.476, 1.985], [1.822, -4.977, 3.562], [1.034, -5.550, 2.099], [-0.062, -3.297, -1.644], [0.969, -3.617, -1.852], [-0.711, -3.785, -2.385], [-0.123, -2.217, -1.809], [-2.011, -3.461, -0.091], [-2.299, -2.452, -0.364], [-2.540, -4.143, -0.771], [-2.379, -3.646, 0.913], [-0.235, -5.178, -0.031], [0.838, -5.425, -0.063], [-0.680, -5.577, 0.892], [-0.709, -5.726, -0.863], [-0.093, -0.073, 0.783], [-1.518, -0.397, -0.861], [-2.112, -0.203, -1.911], [-2.220, 0.141, -3.346], [-1.445, 1.257, -4.103], [-1.722, -1.175, -3.973], [-3.739, 0.439, -3.313], [-1.609, 2.275, -3.751], [-0.365, 1.083, -4.101], [-1.738, 1.282, -5.167], [-2.068, -2.035, -3.383], [-1.973, -1.329, -5.034], [-0.618, -1.156, -3.888], [-4.105, 1.123, -4.091], [-4.287, -0.516, -3.316], [-3.994, 0.932, -2.345], [0.089, 1.410, 3.920], [1.492, 1.148, 3.444], [1.462, 0.422, 2.144], [-0.519, 1.987, 3.198], [0.153, 2.016, 4.825], [-0.457, 0.497, 4.187], [2.068, 2.063, 3.275], [2.035, 0.494, 4.134], [2.370, 0.250, 1.821]],
  "orbital_gap_ev": [6.07, 5.81],
  "homo_ha": [-0.323, -0.324],
  "charge": 1,
  "spin_multiplicity": 3
}

***

{
  "formula": "C31H57N4O8",
  "method": "ωB97M-V with the def2-TZVPD basis set",
  "symbols": ["C", "C", "C", "C", "N", "C", "C", "C", "C", "C", "C", "C", "C", "C", "C", "C", "C", "C", "O", "O", "C", "C", "O", "N", "O", "H", "H", "H", "H", "H", "H", "H", "H", "H", "H", "H", "H", "H", "H", "H", "H", "H", "H", "H", "H", "H", "H", "H", "H", "H", "H", "H", "C", "O", "C", "C", "N", "C", "C", "O", "C", "H", "H", "H", "H", "H", "H", "H", "H", "H", "H", "H", "H", "H", "H", "H", "C", "O", "C", "C", "N", "C", "C", "O", "C", "H", "H", "H", "H", "H", "H", "H", "H", "H", "H", "H", "H", "H", "H", "H"],
  "coordinates": [[4.021, -3.226, 2.415], [3.557, -2.545, 1.504], [2.864, -1.596, 0.442], [1.308, -1.911, 0.577], [0.849, -3.159, 0.123], [-0.508, -3.567, 0.176], [-0.793, -5.013, -0.395], [-0.431, -6.033, 0.814], [0.067, -5.389, -1.676], [-0.177, -4.461, -2.945], [-1.576, -2.671, 0.783], [-3.079, -3.119, 0.875], [-3.365, -3.624, 2.391], [-4.139, -2.023, 0.420], [-3.690, -1.107, -0.795], [-4.646, 0.191, -0.759], [-1.070, -1.334, 1.315], [-2.021, -0.288, 2.021], [-2.163, 0.822, 1.541], [-2.744, -0.648, 3.180], [0.391, -0.910, 1.202], [0.947, 0.480, 1.695], [1.512, 1.305, 0.642], [0.971, 1.012, -0.583], [1.654, 1.504, -1.418], [4.018, -3.857, 3.349], [3.117, -0.523, 0.674], [3.247, -1.895, -0.588], [1.578, -3.783, -0.262], [-1.876, -5.206, -0.637], [-1.148, -6.900, 0.882], [0.660, -6.346, 0.799], [-0.563, -5.446, 1.788], [-0.223, -6.449, -1.989], [1.173, -5.470, -1.390], [0.274, -4.989, -3.851], [0.335, -3.468, -2.771], [-1.284, -4.356, -3.143], [-3.263, -4.039, 0.230], [-3.868, -2.842, 3.024], [-2.387, -4.000, 2.839], [-4.022, -4.553, 2.305], [-4.477, -1.365, 1.290], [-5.075, -2.592, 0.100], [-3.846, -1.563, -1.818], [-2.637, -0.706, -0.732], [-5.748, -0.088, -0.721], [-4.473, 0.864, -1.665], [-4.458, 0.825, 0.173], [-2.526, -0.026, 3.909], [0.157, 1.123, 2.208], [1.714, 0.261, 2.511], [3.166, 2.912, 2.313], [4.238, 3.656, 2.861], [3.973, 5.061, 2.905], [3.911, 5.533, 4.353], [2.708, 5.025, 5.012], [2.692, 5.254, 6.458], [3.738, 4.508, 7.296], [3.557, 3.097, 7.315], [4.199, 2.404, 6.259], [3.480, 1.869, 2.239], [2.283, 2.966, 2.959], [2.918, 3.270, 1.310], [3.064, 5.327, 2.357], [4.813, 5.556, 2.409], [3.898, 6.628, 4.373], [4.817, 5.187, 4.860], [2.639, 4.028, 4.844], [1.702, 4.948, 6.811], [2.776, 6.328, 6.650], [3.612, 4.836, 8.332], [4.765, 4.770, 7.021], [5.125, 2.892, 5.941], [3.520, 2.290, 5.409], [4.446, 1.401, 6.615], [-2.035, -0.189, -8.271], [-0.949, 0.540, -7.719], [-1.195, 1.948, -7.668], [-1.248, 2.414, -6.218], [-2.456, 1.921, -5.558], [-2.464, 2.144, -4.112], [-1.426, 1.381, -3.281], [-1.627, -0.029, -3.266], [-0.998, -0.727, -4.329], [-1.735, -1.234, -8.349], [-2.917, -0.126, -7.626], [-2.279, 0.177, -9.273], [-2.100, 2.229, -8.214], [-0.348, 2.433, -8.163], [-1.245, 3.509, -6.193], [-0.345, 2.052, -5.714], [-2.541, 0.925, -5.730], [-3.458, 1.852, -3.757], [-2.363, 3.217, -3.916], [-1.543, 1.706, -2.242], [-0.396, 1.628, -3.559], [-0.067, -0.250, -4.648], [-1.681, -0.829, -5.175], [-0.763, -1.735, -3.978]],
  "orbital_gap_ev": 5.75,
  "homo_ha": -0.376,
  "charge": 1
}

***

{
  "formula": "C31H58CaN5OS2SbSi",
  "method": "ωB97M-V with the def2-TZVPD basis set",
  "symbols": ["Ca", "N", "C", "C", "C", "N", "H", "H", "H", "H", "H", "H", "H", "H", "H", "H", "O", "N", "C", "C", "C", "C", "C", "S", "H", "H", "H", "H", "C", "Si", "C", "C", "C", "C", "H", "H", "H", "H", "H", "H", "H", "H", "H", "C", "C", "C", "C", "N", "C", "S", "N", "C", "H", "H", "H", "H", "H", "H", "H", "H", "C", "C", "C", "C", "Sb", "C", "C", "C", "C", "C", "C", "C", "C", "H", "H", "H", "H", "H", "H", "H", "H", "H", "H", "H", "H", "H", "H", "H", "H", "H", "H", "H", "H", "H", "H", "H", "H", "H", "H", "H"],
  "coordinates": [[-0.087, 0.123, 0.204], [-0.135, -1.374, 2.296], [1.061, -1.721, 3.084], [2.094, -2.501, 2.283], [2.772, -1.717, 1.164], [1.883, -1.541, 0.005], [-0.734, -0.776, 2.857], [-0.678, -2.213, 2.108], [0.796, -2.291, 3.981], [1.503, -0.781, 3.422], [1.638, -3.409, 1.869], [2.862, -2.848, 2.979], [3.704, -2.218, 0.882], [3.042, -0.721, 1.523], [1.727, -2.439, -0.441], [2.326, -0.951, -0.698], [-1.507, 1.587, -0.827], [-2.688, 2.087, -0.525], [-3.256, 2.917, -1.432], [-4.469, 3.504, -1.212], [-5.130, 3.226, -0.010], [-4.552, 2.371, 0.891], [-3.301, 1.759, 0.653], [-2.586, 0.638, 1.709], [-2.659, 3.049, -2.322], [-4.888, 4.156, -1.963], [-6.093, 3.670, 0.204], [-5.043, 2.118, 1.820], [4.089, 2.793, -4.083], [2.759, 1.501, -4.350], [1.491, 2.156, -5.569], [3.529, -0.064, -5.035], [1.928, 1.136, -2.767], [1.339, 0.927, -1.708], [4.606, 3.028, -5.016], [4.829, 2.440, -3.362], [3.661, 3.719, -3.692], [1.946, 2.368, -6.540], [1.036, 3.078, -5.201], [0.691, 1.428, -5.720], [4.020, 0.125, -5.992], [2.771, -0.835, -5.189], [4.275, -0.460, -4.343], [0.257, 4.232, -2.163], [0.032, 4.179, -0.692], [-0.892, 4.918, -0.008], [-1.007, 4.705, 1.376], [-0.275, 3.821, 2.031], [0.604, 3.071, 1.347], [1.468, 1.799, 2.064], [0.789, 3.318, 0.015], [-2.021, 5.451, 2.186], [-0.429, 4.938, -2.626], [0.115, 3.229, -2.574], [1.282, 4.530, -2.386], [-1.526, 5.624, -0.525], [1.379, 2.653, -0.505], [-2.465, 6.274, 1.628], [-1.557, 5.824, 3.098], [-2.807, 4.754, 2.481], [-4.157, -2.682, -0.089], [-3.939, -2.221, -1.532], [-4.477, -0.795, -1.668], [-4.736, -3.131, -2.463], [-1.759, -2.108, -1.795], [-1.465, -1.469, -3.879], [-2.376, -2.138, -4.900], [-0.005, -1.696, -4.274], [-1.701, 0.046, -3.882], [-1.113, -4.211, -1.639], [0.216, -4.401, -2.371], [-0.869, -4.426, -0.142], [-2.091, -5.272, -2.133], [-5.228, -2.648, 0.142], [-3.647, -2.034, 0.628], [-3.828, -3.712, 0.065], [-5.513, -0.770, -1.310], [-4.484, -0.460, -2.707], [-3.906, -0.082, -1.074], [-5.802, -3.003, -2.240], [-4.503, -4.185, -2.322], [-4.597, -2.895, -3.514], [-2.319, -3.229, -4.864], [-2.078, -1.824, -5.908], [-3.417, -1.845, -4.769], [0.223, -2.746, -4.457], [0.690, -1.299, -3.530], [0.187, -1.156, -5.210], [-2.718, 0.319, -3.593], [-1.534, 0.421, -4.900], [-1.008, 0.563, -3.216], [0.927, -3.587, -2.199], [0.072, -4.487, -3.449], [0.684, -5.331, -2.030], [-0.131, -3.723, 0.250], [-0.490, -5.440, 0.030], [-1.780, -4.309, 0.449], [-2.404, -5.107, -3.165], [-2.985, -5.323, -1.509], [-1.610, -6.256, -2.085]],
  "orbital_gap_ev": 7.79,
  "homo_ha": -0.273
}